Below is a molecular structure, C6H11NO2 at a distorted geometry, with properties calculated with the ωB97M-V functional and the def2-TZVPD basis.

XYZ file:
```
20
Properties=species:S:1:pos:R:3:forces:R:3:lowdin_charge:R:1
O 1.897151 0.527934 1.445651 0.166 -0.001 0.414 -0.121
O 0.987525 -1.799225 0.650556 -0.788 -0.308 1.478 -0.194
N -0.848366 -0.422391 1.734875 0.691 0.691 -1.019 0.175
C -0.442881 -0.937946 -1.092566 0.057 -0.205 -0.013 -0.114
C -1.069834 0.514631 0.855054 -1.165 -0.950 1.290 -0.092
C 1.604531 0.664202 0.097549 0.165 -2.055 -1.087 -0.181
C 0.951752 -1.076344 -0.449504 0.245 2.975 0.255 -0.368
C -1.742969 1.184187 -1.359896 0.210 -0.112 0.445 0.098
C -1.180566 0.259065 -0.570258 0.685 0.292 -0.757 -0.311
H 1.736969 -1.300483 -1.180787 -0.178 -0.195 0.043 0.118
H -1.353500 1.506882 1.200659 0.071 -0.008 0.055 0.140
H 2.497769 0.645658 -0.532359 0.224 0.201 0.103 0.078
H -0.354284 -0.872986 -2.177925 -0.122 0.026 0.007 0.114
H -1.717794 1.097939 -2.436318 -0.164 -0.177 -0.037 0.073
H 1.125197 1.626719 -0.078218 -0.504 -0.195 -0.028 0.082
H -0.064021 -1.284859 1.389808 0.525 -0.193 -0.888 0.115
H -0.797989 -0.127296 2.702888 -0.046 0.161 -0.085 0.120
H 1.967813 -0.435684 1.604440 -0.105 0.045 -0.154 0.073
H -2.196878 2.078607 -0.955945 -0.001 0.066 0.084 0.068
H -0.999622 -1.848611 -0.847705 0.035 -0.060 -0.105 0.125
```
Forces are in eV/Å.

Results
Electronic energy in eV: -11982.16740
Kohn-Sham gap (alpha / beta) in eV: 7.39 / 7.39
Multiplicity: 1

=====

Below is a gas-phase ion, C6H11NO2P (charge +1) at a distorted geometry, with properties calculated with the ωB97M-V functional and the def2-TZVPD basis.

XYZ file:
```
21
Properties=species:S:1:pos:R:3:forces:R:3:lowdin_charge:R:1
P 0.863330 -0.542705 -0.188579 -2.094 0.883 0.198 0.815
O 0.012190 0.007321 1.044436 1.646 -1.011 -0.367 -0.233
O 2.259511 -0.957101 0.387086 0.494 0.221 0.482 -0.182
N 2.813746 1.275612 0.255438 -0.528 0.258 -1.069 0.140
C -1.354722 0.560679 0.936565 1.939 0.175 1.701 -0.199
C 0.299363 -2.159242 -0.826184 0.753 -0.174 -0.763 -0.097
C 0.972322 0.959527 -1.401118 2.533 -2.029 3.496 -0.020
C 3.258943 0.034485 0.843925 -0.117 -0.829 -2.869 -0.092
C -1.315146 2.028276 0.681593 3.176 -0.259 -4.262 -0.063
C 2.092331 1.270447 -0.738124 -0.083 0.668 0.384 -0.150
H -0.533057 2.636522 1.156451 -1.036 -0.356 1.100 0.106
H -1.774389 0.436989 1.944501 -0.002 -0.634 -0.487 0.140
H 4.212805 -0.404156 0.553291 0.035 0.410 -0.531 0.148
H 0.725689 -2.944852 -0.154202 -0.538 0.774 -0.267 0.086
H -0.801006 -2.203260 -0.861810 0.482 -0.016 -0.045 0.068
H 3.281234 0.115830 1.869220 -0.561 0.228 2.336 0.111
H -0.910618 2.222933 -0.409503 -1.157 -0.557 1.670 0.094
H 0.444767 1.264901 -2.239663 -0.452 -0.013 -1.622 0.067
H -1.724873 -0.106996 0.206975 -1.741 0.012 -0.790 0.099
H 0.756309 -2.376337 -1.847386 -0.721 0.561 1.190 0.100
H -2.316946 2.264992 0.632442 -2.027 1.689 0.514 0.061
```
Forces are in eV/Å.

Results
Electronic energy in eV: -21264.83543
Total charge: +1
Kohn-Sham gap in eV: 8.81
Multiplicity: 1

=====

Below is a gas-phase ion, C6H11NO2P (charge +1) at a distorted geometry, with properties calculated with the ωB97M-V functional and the def2-TZVPD basis.

XYZ file:
```
21
Properties=species:S:1:pos:R:3:forces:R:3:lowdin_charge:R:1
P 0.314507 0.630920 0.248605 2.376 -0.406 0.454 0.912
O 1.025877 0.705001 -1.212536 -2.381 1.039 0.591 -0.137
O -0.881122 -0.275112 0.375319 -0.094 -0.536 0.720 -0.199
N 1.982523 -2.554477 1.276270 -0.116 -2.577 0.689 0.232
C 1.986630 -0.156253 0.609934 -1.835 1.878 -0.010 -0.263
C 1.931330 -1.482662 0.928650 -0.279 -1.555 -0.144 -0.259
C 2.294279 0.241753 -0.780786 4.289 2.349 -1.912 -0.201
C -2.747273 -0.659826 -0.962540 3.817 1.338 3.348 0.009
C -0.254279 2.096763 1.133443 1.718 -2.324 -0.803 -0.028
C -1.451617 -1.367671 -0.363630 -3.800 1.503 -0.208 -0.124
H 3.091298 1.113265 -0.794376 -1.765 -1.361 0.121 0.177
H -3.461579 -0.361959 -0.228052 -0.649 -0.549 0.557 0.088
H -0.825948 -1.729381 -1.106519 1.424 -0.387 -1.396 0.103
H -3.051203 -1.171292 -1.744124 -2.154 -2.522 -3.582 0.031
H 0.435149 2.568372 1.751169 1.583 0.546 1.096 0.066
H -1.744291 -2.171330 0.275137 0.250 -0.249 0.900 0.126
H 2.499619 0.227206 1.439683 1.094 1.569 0.787 0.139
H -2.353172 0.270598 -1.306908 0.154 0.768 -0.734 0.070
H 2.710715 -0.421084 -1.554629 -0.479 -0.494 0.785 0.152
H -1.079278 1.780986 1.669714 -1.903 -0.372 0.898 0.059
H -0.422173 2.716188 0.346181 -1.252 2.343 -2.157 0.045
```
Forces are in eV/Å.

Results
Electronic energy in eV: -21265.68758
Total charge: +1
Kohn-Sham gap in eV: 11.96
Multiplicity: 1

=====

Below is 3 unconnected molecules or ions with the total composition C6H11NO2S at a distorted geometry, with properties calculated with the ωB97M-V functional and the def2-TZVPD basis.

XYZ file:
```
21
Properties=species:S:1:pos:R:3:forces:R:3:lowdin_charge:R:1
S -1.459335 3.602409 0.927709 -1.181 0.331 1.056 0.470
O -5.067479 0.828691 -0.098578 -0.036 -0.112 -0.145 0.200
O -4.786833 -1.365691 0.561078 0.091 -1.013 0.158 0.211
N 0.106876 -0.156043 -1.691456 5.163 -2.101 -0.929 0.099
C -0.696859 -1.379039 0.356009 0.035 -0.847 -0.673 -0.227
C -0.757367 -0.438047 -0.829052 -7.352 1.312 2.896 -0.272
C -4.932587 -0.280308 0.212217 -0.031 1.119 -0.017 -0.426
C 1.411051 -0.816091 -1.530729 1.865 0.185 -4.563 -0.210
C 1.438333 -2.069285 -0.629087 -0.085 -2.348 -0.004 -0.193
C 0.738394 -1.695479 0.644426 -1.716 -4.065 1.964 -0.263
H -1.239376 -2.362225 0.192977 0.227 0.925 -0.061 0.122
H -1.158531 -0.830185 1.155318 -0.358 -0.129 0.611 0.096
H 0.870908 -2.896978 -1.236260 0.676 1.411 1.395 0.144
H -1.151495 4.900786 0.730621 0.362 -0.470 -0.340 -0.218
H -0.614055 2.979819 0.150487 0.822 0.080 -0.733 -0.266
H 2.172309 -0.063226 -1.365911 0.213 0.127 0.875 0.096
H 0.725225 -2.539168 1.525579 0.252 1.520 -2.323 0.168
H 2.434492 -2.624828 -0.327551 -1.330 1.882 -1.289 0.148
H -1.798065 0.014106 -0.909932 1.223 -0.485 -0.205 0.117
H 1.734240 -1.187397 -2.584313 -0.464 0.422 1.450 0.130
H 1.131475 -0.894291 1.144354 1.626 2.256 0.878 0.075
```
Forces are in eV/Å.

Results
Electronic energy in eV: -22815.21744
Expectation value of S²: 2.007
Kohn-Sham gap (alpha / beta) in eV: 5.46 / 7.15
Multiplicity: 3

=====

Below is 2 unconnected molecules or ions with the total composition C6H11NO3 at a distorted geometry, with properties calculated with the ωB97M-V functional and the def2-TZVPD basis.

XYZ file:
```
21
Properties=species:S:1:pos:R:3:forces:R:3:lowdin_charge:R:1
O 0.711400 -0.640365 0.644689 -0.240 0.004 -0.256 -0.115
O 1.293307 1.574179 0.309445 0.297 -0.002 -0.077 0.045
O -1.746606 -0.725222 2.185461 -0.566 -0.848 0.147 0.185
N -0.991676 1.487209 2.285293 0.764 1.012 -0.170 0.206
C -1.638454 -0.381850 -1.106986 0.207 0.118 -0.117 -0.056
C -1.447128 0.381807 2.280318 0.027 -0.319 -0.042 -0.407
C 0.810500 0.275054 -1.707984 0.319 0.115 0.251 -0.010
C 0.689180 0.443367 -0.225041 -0.275 0.214 -0.304 -0.573
C 1.710255 -1.613781 0.414442 0.262 0.046 -0.214 -0.069
C -0.525585 0.634455 -1.100607 -0.129 -0.144 0.321 -0.229
H -1.287916 -1.332419 -0.712562 -0.024 -0.096 0.029 0.080
H -2.005583 -0.534414 -2.120925 -0.089 -0.041 -0.059 0.077
H 1.454967 -2.268330 -0.435727 0.056 0.205 0.203 0.089
H 2.685304 -1.141418 0.227934 -0.172 -0.145 0.055 0.103
H 1.759389 -2.218038 1.316155 0.065 -0.044 0.017 0.089
H -2.465156 -0.041933 -0.490314 -0.150 -0.044 0.090 0.068
H 0.843678 1.772443 1.144742 -0.091 -0.121 -0.157 0.069
H -0.844353 1.660744 -1.235957 0.130 0.059 0.044 0.139
H 1.360265 1.038188 -2.239533 0.011 0.051 0.014 0.113
H 0.929362 -0.721073 -2.103754 -0.047 -0.175 -0.007 0.106
H -1.295149 2.351397 2.670912 -0.353 0.154 0.233 0.091
```
Forces are in eV/Å.

Results
Electronic energy in eV: -14031.70095
Structure (SMILES): CO[C@@]1(O)C[C@H]1C.N=C=O
Kohn-Sham gap in eV: 10.01
Multiplicity: 1